{"formula": "C24H37BBr2NO18S4", "method": "ωB97M-V/def2-TZVPD", "symbols": ["C", "C", "Br", "C", "Br", "B", "C", "C", "O", "C", "C", "C", "N", "O", "C", "C", "C", "C", "C", "C", "C", "C", "H", "H", "H", "H", "H", "H", "H", "H", "H", "H", "H", "H", "H", "H", "H", "H", "H", "H", "H", "H", "H", "C", "C", "O", "S", "O", "O", "O", "H", "H", "H", "H", "C", "C", "O", "S", "O", "O", "O", "H", "H", "H", "H", "C", "C", "O", "S", "O", "O", "O", "H", "H", "H", "H", "C", "C", "O", "S", "O", "O", "O", "H", "H", "H", "H"], "xyz": [[3.2678, 1.5438, 1.7714], [3.8470, 0.1035, 2.0274], [4.0191, -0.4035, 3.9040], [4.1815, -0.7570, 1.0211], [3.8671, 0.0010, -0.7911], [4.7508, -2.2835, 1.2112], [6.1344, -2.4123, 2.1069], [7.1609, -1.2654, 1.9296], [7.0125, -0.1048, 2.2439], [4.9712, -3.0368, -0.2558], [6.2574, -2.5339, -1.0465], [5.8496, -2.4649, -2.5712], [5.4827, -3.6575, -3.3396], [5.8020, -1.4088, -3.1639], [3.5471, -3.1809, 1.9626], [2.1211, -2.8627, 1.4289], [1.1886, -1.9243, 2.0706], [-0.1443, -1.7118, 1.5296], [-0.6238, -2.4125, 0.3378], [-2.0722, -2.2101, -0.2322], [0.2956, -3.3396, -0.3309], [1.6221, -3.5325, 0.2308], [2.1783, 1.3850, 1.5302], [3.3274, 2.1757, 2.7005], [3.8180, 2.0918, 0.9737], [5.8284, -2.5531, 3.1831], [6.6286, -3.3833, 1.8107], [8.1663, -1.5580, 1.4718], [4.0725, -2.9660, -0.9204], [5.1300, -4.1269, -0.0207], [7.1495, -3.2040, -0.9616], [6.4918, -1.4668, -0.7783], [6.1421, -4.4025, -3.1011], [4.5395, -3.9515, -3.0705], [3.7433, -4.2594, 1.6843], [3.5985, -3.1268, 3.0787], [1.5237, -1.3745, 2.9838], [-0.8537, -1.0028, 2.0116], [-2.0657, -1.3411, -0.9379], [-2.3943, -3.1532, -0.7396], [-2.7447, -2.0188, 0.6390], [-0.0116, -3.8966, -1.2411], [2.2878, -4.2625, -0.2980], [-5.0526, -1.2992, 4.2717], [-4.3672, -2.4148, 3.5058], [-3.1987, -1.8116, 2.9480], [-2.6643, -0.6628, 3.9482], [-1.6232, -1.2070, 4.7440], [-2.5163, 0.5432, 3.2071], [-3.9914, -0.5466, 4.8634], [-5.6058, -0.6386, 3.5990], [-5.7248, -1.6778, 5.0399], [-4.9975, -2.8291, 2.7211], [-4.0468, -3.2171, 4.1757], [-4.3380, 2.6495, 1.0462], [-4.1044, 3.7354, 2.0763], [-5.2252, 4.6164, 1.9431], [-6.5242, 3.7613, 1.5070], [-7.2863, 3.4735, 2.6742], [-7.0906, 4.3666, 0.3544], [-5.7485, 2.4102, 1.0672], [-4.0649, 2.9887, 0.0436], [-3.7928, 1.7364, 1.2804], [-3.1720, 4.2714, 1.9115], [-4.1136, 3.3267, 3.0900], [6.6547, -0.9993, -6.4727], [5.5209, -0.2016, -7.0808], [5.9854, 0.1581, -8.3882], [6.9456, -1.0120, -8.9480], [6.1769, -1.8572, -9.7983], [8.1736, -0.4239, -9.3625], [7.1824, -1.7824, -7.5530], [7.4487, -0.3436, -6.1076], [6.3163, -1.6439, -5.6617], [5.2791, 0.6860, -6.5001], [4.6236, -0.8145, -7.1972], [-11.2007, 6.5475, -0.8440], [-10.9360, 7.6955, 0.1121], [-10.4662, 7.0761, 1.3084], [-9.6417, 5.7322, 0.9236], [-8.2566, 6.0375, 0.9056], [-10.1802, 4.6494, 1.6691], [-10.1494, 5.6112, -0.6074], [-12.1513, 6.0570, -0.6186], [-11.1967, 6.8676, -1.8849], [-11.8289, 8.2860, 0.3104], [-10.1443, 8.3492, -0.2644]], "forces_ev_per_angstrom": [[-0.122, -0.657, 1.316], [0.032, 0.759, -2.092], [-0.086, 0.407, -0.880], [-0.148, 1.203, 1.895], [0.125, -0.554, 0.862], [-0.845, -0.475, -0.881], [0.970, -0.068, 0.333], [-0.102, -0.819, 0.339], [-0.036, -0.557, -0.076], [0.948, -0.450, -0.075], [-1.086, 0.254, -1.478], [0.483, 0.693, 0.227], [0.417, 0.100, 0.738], [0.014, -0.437, 0.307], [-0.952, -0.539, -0.328], [-1.783, 0.064, -0.345], [-0.284, -0.920, -1.476], [0.774, -1.222, -1.119], [1.565, -0.636, 0.141], [1.142, -0.114, 0.793], [0.521, 1.498, 2.300], [-0.786, 0.503, 0.248], [1.034, 0.481, -0.047], [-0.072, -0.749, -0.775], [-0.540, -0.672, 0.456], [0.495, 0.553, -0.911], [-0.270, 0.890, 0.234], [-0.761, 0.056, 0.123], [0.645, 0.039, 0.548], [-0.230, 0.784, -0.342], [-0.691, 0.534, 0.229], [0.041, -1.133, -0.229], [-0.522, 0.022, 0.145], [0.410, 0.004, -0.059], [-0.165, 0.910, 0.393], [-0.277, 0.107, -0.869], [-0.453, -0.574, -0.912], [0.855, -0.559, -0.379], [-0.275, -0.774, 0.514], [0.188, 0.901, 0.245], [0.350, 0.006, -0.926], [0.217, 0.467, 0.758], [-0.587, 0.738, 0.664], [-0.419, 0.090, -0.425], [-0.070, -0.396, 0.457], [-0.190, 0.712, 0.218], [-0.238, -0.520, 0.168], [-0.154, 0.467, -0.115], [0.108, -0.170, 0.087], [0.464, -0.287, -0.194], [-0.025, -0.052, 0.011], [0.196, 0.116, 0.126], [0.205, 0.139, -0.146], [-0.065, 0.006, -0.014], [0.495, 0.103, -0.382], [0.158, -0.436, 0.459], [-0.390, -0.219, -0.550], [0.610, -0.148, -0.225], [-0.058, 0.024, -0.398], [1.487, -2.210, -0.112], [-0.205, 0.333, 0.571], [0.021, 0.013, 0.042], [-0.214, -0.028, 0.067], [-0.195, 0.172, -0.062], [0.086, -0.041, -0.055], [0.081, 0.336, 0.611], [-0.414, -0.443, 0.269], [0.673, -0.201, -0.168], [-0.264, 0.030, 0.762], [0.431, 0.138, -0.043], [-0.336, -0.139, -0.246], [-0.377, 0.224, -0.753], [-0.052, -0.009, 0.009], [0.066, -0.101, -0.130], [0.129, 0.082, -0.216], [0.026, 0.019, 0.071], [-0.499, -0.020, 0.067], [0.304, 0.281, -0.329], [-0.316, -0.555, -0.161], [0.174, 0.374, -0.081], [-1.996, 1.795, 0.712], [0.189, 0.292, -0.048], [0.252, 0.364, 0.368], [-0.009, 0.063, -0.017], [0.200, -0.144, 0.028], [0.043, -0.124, 0.217], [-0.068, 0.004, -0.062]], "mulliken_charge": [-1.26, 0.36, -0.19, 0.32, -0.23, -0.10, -0.37, -0.05, -0.48, -0.88, 0.00, -0.02, -0.59, -0.50, -1.32, 0.69, -0.33, -0.25, 0.56, -0.97, -0.99, -0.24, 0.23, 0.37, 0.36, 0.38, 0.17, 0.26, 0.19, 0.14, 0.33, 0.20, 0.29, 0.29, 0.32, 0.42, 0.39, 0.29, 0.26, 0.34, 0.06, 0.28, 0.27, -0.35, -0.37, -0.17, 1.09, -0.54, -0.51, -0.35, 0.24, 0.32, 0.35, 0.28, -0.15, -0.26, -0.34, 1.27, -0.60, -0.56, -0.32, 0.26, 0.12, 0.34, 0.26, -0.03, -0.35, -0.33, 1.11, -0.54, -0.55, -0.32, 0.25, 0.10, 0.31, 0.32, -0.32, -0.38, -0.32, 1.24, -0.51, -0.58, -0.31, 0.29, 0.30, 0.31, 0.27], "total_charge": -1, "gap_ev": 6.694, "e_lumo_ha": 0.0546, "homo_energy_ha": -0.191}